{
  "formula": "C28H50F4N3O8",
  "method": "the ωB97M-V functional and the def2-TZVPD basis",
  "e_homo_ha": -0.374,
  "energy_ev": -61556.601,
  "charge": 1,
  "gap_ev": 5.588,
  "symbols": ["C", "C", "O", "O", "C", "C", "C", "C", "C", "C", "C", "N", "C", "C", "C", "C", "F", "F", "C", "F", "F", "C", "C", "O", "O", "H", "H", "H", "H", "H", "H", "H", "H", "H", "H", "H", "H", "H", "H", "H", "H", "H", "H", "H", "H", "C", "O", "C", "C", "N", "C", "C", "O", "C", "H", "H", "H", "H", "H", "H", "H", "H", "H", "H", "H", "H", "H", "H", "H", "C", "O", "C", "C", "N", "C", "C", "O", "C", "H", "H", "H", "H", "H", "H", "H", "H", "H", "H", "H", "H", "H", "H", "H"],
  "coordinates": [[2.47, 1.80, 0.20], [2.20, 1.30, 1.65], [2.83, 0.34, 2.06], [1.28, 1.93, 2.49], [-0.07, 1.47, 2.19], [-0.32, 0.06, 2.87], [-1.61, -0.61, 2.27], [-1.47, -1.00, 0.75], [-1.45, -2.56, 0.48], [-0.19, -3.23, 1.11], [-0.13, -3.53, 2.52], [0.96, -4.13, 3.09], [2.10, -4.46, 2.39], [3.22, -5.15, 3.24], [2.22, -4.18, 0.95], [3.50, -4.52, 0.14], [3.70, -3.75, -0.98], [4.67, -4.40, 0.88], [3.48, -6.04, -0.34], [2.70, -6.25, -1.44], [3.11, -6.90, 0.69], [1.02, -3.58, 0.33], [0.93, -3.26, -1.20], [0.87, -4.12, -2.02], [0.89, -1.93, -1.60], [3.54, 1.55, -0.03], [2.34, 2.91, 0.08], [1.80, 1.26, -0.52], [-0.28, 1.44, 1.09], [-0.75, 2.25, 2.64], [0.61, -0.57, 2.78], [-0.46, 0.25, 3.97], [-2.44, 0.14, 2.34], [-1.93, -1.47, 2.94], [-0.53, -0.58, 0.30], [-2.34, -0.56, 0.20], [-2.39, -3.02, 0.90], [-1.52, -2.74, -0.63], [-0.99, -3.28, 3.19], [0.92, -4.32, 4.10], [3.24, -6.24, 2.96], [4.22, -4.66, 3.13], [2.93, -5.12, 4.32], [4.56, -6.29, -0.56], [1.72, -1.69, -2.06], [5.63, 3.22, -6.12], [6.41, 4.07, -5.30], [6.15, 5.46, -5.51], [5.52, 6.07, -4.26], [4.16, 5.57, -4.07], [3.58, 5.93, -2.77], [4.23, 5.33, -1.52], [4.08, 3.91, -1.42], [5.08, 3.16, -2.09], [5.97, 2.20, -5.96], [4.57, 3.28, -5.85], [5.76, 3.48, -7.18], [5.53, 5.63, -6.39], [7.11, 5.94, -5.68], [5.50, 7.16, -4.37], [6.16, 5.82, -3.41], [4.16, 4.56, -4.15], [2.54, 5.61, -2.80], [3.57, 7.02, -2.68], [3.71, 5.74, -0.66], [5.28, 5.62, -1.41], [6.05, 3.67, -2.10], [4.77, 2.93, -3.11], [5.19, 2.21, -1.56], [-8.69, -2.77, 2.61], [-9.00, -1.63, 1.83], [-8.98, -0.42, 2.59], [-7.85, 0.48, 2.11], [-6.55, -0.07, 2.48], [-5.42, 0.61, 1.85], [-5.29, 0.51, 0.33], [-5.01, -0.81, -0.14], [-6.15, -1.62, -0.35], [-8.82, -3.65, 1.98], [-7.65, -2.75, 2.95], [-9.36, -2.86, 3.47], [-8.91, -0.60, 3.66], [-9.93, 0.09, 2.40], [-7.96, 1.47, 2.56], [-7.94, 0.58, 1.02], [-6.52, -1.05, 2.22], [-4.51, 0.19, 2.29], [-5.44, 1.67, 2.13], [-4.43, 1.12, 0.03], [-6.15, 0.93, -0.20], [-7.02, -1.04, -0.67], [-6.39, -2.20, 0.55], [-5.91, -2.34, -1.14]],
  "lowdin_charge": [0.020, -0.477, 0.094, -0.046, -0.162, -0.157, -0.186, -0.160, -0.115, -0.060, 0.043, 0.134, -0.101, 0.012, 0.069, -0.346, 0.124, 0.084, -0.233, 0.095, 0.054, 0.097, -0.446, 0.188, 0.086, 0.082, 0.089, 0.086, 0.120, 0.141, 0.099, 0.123, 0.094, 0.099, 0.102, 0.110, 0.137, 0.130, 0.148, 0.180, 0.103, 0.102, 0.097, 0.186, 0.140, -0.117, -0.199, -0.210, -0.209, -0.053, -0.198, -0.213, -0.211, -0.092, 0.087, 0.078, 0.089, 0.123, 0.122, 0.125, 0.104, 0.067, 0.117, 0.120, 0.121, 0.112, 0.094, 0.073, 0.077, -0.116, -0.197, -0.209, -0.206, -0.051, -0.198, -0.218, -0.201, -0.089, 0.089, 0.076, 0.090, 0.123, 0.123, 0.125, 0.106, 0.067, 0.090, 0.123, 0.116, 0.113, 0.094, 0.071, 0.089]
}